This record from the OMol25 dataset describes the ion C7H16N with charge +1 at a distorted geometry. The level of theory is ωB97M-V with the def2-TZVPD basis set.

The SMILES is C=CCCC[C@@H](C)[NH3+]. The HOMO-LUMO gap comes out at 8.627 eV. Its HOMO energy is -12.23 eV. The value obtained for the total energy is -330.74286 Eh. As for the total charge: +1. Its energy above the lowest of the compared OMol25 structures with the same formula, charge and spin is 2.333 eV.

Last column: Löwdin charge in e.
Atoms and positions in Å:
C 1.26 3.11 1.60  0.00
C 1.16 2.78 0.33  -0.19
C 0.27 1.66 -0.02  -0.22
C 0.59 0.47 -0.99  -0.14
C 0.45 -0.85 -0.10  -0.16
C -0.93 -1.53 0.09  -0.29
C -1.75 -1.57 -1.24  -0.02
N -0.65 -2.95 0.46  0.22
H 1.82 3.95 1.99  0.06
H 0.75 2.56 2.37  0.06
H 1.69 3.20 -0.54  0.12
H -0.48 2.19 -0.61  0.12
H -0.04 1.15 0.90  0.10
H 1.59 0.54 -1.53  0.14
H -0.08 0.37 -1.79  0.07
H 1.03 -0.67 0.84  0.14
H 1.08 -1.48 -0.62  0.08
H -1.59 -1.05 0.74  0.13
H -1.20 -2.09 -1.97  0.08
H -1.87 -0.64 -1.67  0.06
H -2.80 -1.96 -1.14  0.12
H -0.95 -3.56 -0.29  0.16
H -1.12 -3.17 1.31  0.15
H 0.43 -3.04 0.68  0.23

=====

This record from the OMol25 dataset describes a cluster of 2 separate species, C7H16N in total at a distorted geometry. The level of theory is ωB97M-V with the def2-TZVPD basis set.

The HOMO-LUMO gap comes out at 10.714 eV. Its HOMO energy is -13.83 eV. The value obtained for the total energy is -330.70347 Eh. As for the total charge: +1. Its energy above the lowest of the compared OMol25 structures with the same formula, charge and spin is 3.405 eV.

Last column: Löwdin charge in e.
Atoms and positions in Å:
C -2.84 -1.20 -0.72  0.00
C -3.43 -0.07 -0.34  -0.19
C -4.08 0.89 0.21  0.01
C 1.87 -1.13 0.93  -0.05
C 3.22 0.41 -0.59  -0.03
C 0.69 0.45 -0.50  -0.16
C 1.94 0.27 0.23  -0.43
N -0.55 0.56 0.40  0.19
H -2.01 -0.99 -1.43  0.07
H -3.16 -2.20 -0.66  0.07
H -4.96 1.55 -0.03  0.10
H -3.81 1.43 1.16  0.09
H 0.58 1.38 -1.08  0.14
H 1.99 -1.96 0.14  0.12
H 0.93 -1.36 1.42  0.06
H 2.63 -1.35 1.72  0.10
H 3.28 -0.48 -1.22  0.10
H 3.36 1.32 -1.17  0.09
H 4.02 0.51 0.00  0.04
H 0.65 -0.38 -1.27  0.16
H 1.99 0.99 1.03  0.14
H -1.28 -0.12 -0.03  0.09
H -0.87 1.47 0.63  0.15
H -0.18 -0.02 1.21  0.15

=====

This record from the OMol25 dataset describes an isolated molecule of C7H16N2 at a distorted geometry. The level of theory is ωB97M-V with the def2-TZVPD basis set.

The SMILES is C=C[C@@H](N)C(C)(C)NC. The HOMO-LUMO gap comes out at 9.293 eV. Its HOMO energy is -8.36 eV. The value obtained for the total energy is -385.78619 Eh. As for the total charge: 0. Its energy above the lowest of the compared OMol25 structures with the same formula, charge and spin is 1.480 eV.

Last column: Löwdin charge in e.
Atoms and positions in Å:
C 0.14 -1.14 -2.90  0.01
C 0.67 -0.31 -2.02  -0.14
C -0.09 0.53 -1.03  -0.36
N -1.54 0.44 -1.10  0.04
C 0.35 0.24 0.44  -0.56
C 0.23 -1.25 0.76  -0.04
C 1.79 0.73 0.68  -0.04
N -0.46 1.12 1.31  -0.08
C -1.08 0.57 2.50  -0.14
H -0.93 -1.31 -2.97  0.05
H 0.74 -1.75 -3.54  0.05
H 1.75 -0.21 -1.97  0.10
H 0.17 1.58 -1.22  0.15
H -1.83 -0.53 -0.98  0.07
H -1.86 0.73 -2.02  0.08
H -0.80 -1.59 0.70  0.08
H 0.61 -1.47 1.75  0.08
H 0.82 -1.82 0.04  0.08
H 1.95 1.71 0.26  0.08
H 1.75 0.86 1.81  0.10
H 2.52 0.03 0.28  0.07
H -1.20 1.51 0.73  0.09
H -0.30 0.17 3.16  0.07
H -1.58 1.38 3.02  0.08
H -1.82 -0.22 2.30  0.07

=====

This record from the OMol25 dataset describes a cluster of 2 separate species, C7H16N2O5 in total at a distorted geometry. The level of theory is ωB97M-V with the def2-TZVPD basis set.

The SMILES is C[C@@H](O)[C@H](N)C(=O)O.C[C@H](N)C(=O)O. The HOMO-LUMO gap comes out at 10.202 eV. Its HOMO energy is -9.63 eV. The value obtained for the total energy is -762.00317 Eh. As for the total charge: 0. Its energy above the lowest of the compared OMol25 structures with the same formula, charge and spin is 1.364 eV.

Last column: Löwdin charge in e.
Atoms and positions in Å:
C -2.10 0.48 3.33  -0.02
C -1.63 1.68 2.45  -0.31
O -0.25 2.01 2.77  -0.06
C -1.60 1.28 0.93  -0.24
N -2.91 1.15 0.33  0.07
C -0.94 -0.12 0.67  -0.52
O -1.49 -1.01 0.08  0.10
O 0.24 -0.29 1.27  0.11
H -2.10 0.73 4.35  0.06
H -3.08 0.15 3.09  0.08
H -1.43 -0.36 3.21  0.08
H -2.28 2.51 2.55  0.13
H -0.17 2.37 3.67  0.12
H -0.99 2.00 0.42  0.14
H -2.97 0.28 -0.11  0.04
H -3.10 1.88 -0.34  0.09
H 0.39 0.48 1.82  0.09
C 0.81 -0.71 -1.50  -0.08
C 1.79 -0.89 -2.64  -0.28
N 1.25 -1.85 -3.65  0.12
C 3.20 -1.19 -1.96  -0.44
O 3.60 -0.78 -0.88  0.09
O 4.09 -1.90 -2.66  0.13
H -0.14 -0.34 -2.01  0.12
H 0.61 -1.67 -1.07  0.09
H 1.11 0.00 -0.77  0.05
H 1.98 0.08 -3.18  0.16
H 1.61 -1.56 -4.50  0.06
H 1.66 -2.58 -3.52  -0.06
H 4.85 -1.80 -2.17  0.07

=====

This record from the OMol25 dataset describes the ion C7H16N3 with charge +1. The level of theory is ωB97M-V with the def2-TZVPD basis set.

The SMILES is CC(C)C[C@H]1CNC(N)=[NH+]1. The HOMO-LUMO gap comes out at 10.697 eV. Its HOMO energy is -13.89 eV. The value obtained for the total energy is -440.37168 Eh. As for the total charge: +1. Its energy above the lowest of the compared OMol25 structures with the same formula, charge and spin is 0.274 eV.

Last column: Löwdin charge in e.
Atoms and positions in Å:
C -0.84 1.67 1.74  -0.06
C -0.13 0.32 2.02  -0.39
C -1.13 -0.80 2.42  -0.06
C 0.79 -0.16 0.89  -0.14
C 0.13 -0.84 -0.32  -0.24
C -0.92 -0.01 -1.10  -0.06
N -0.20 0.46 -2.30  0.12
C 1.00 -0.16 -2.34  -0.37
N 1.94 0.13 -3.21  0.25
N 1.19 -1.05 -1.34  0.13
H -0.62 2.07 0.75  0.06
H -0.49 2.42 2.45  0.08
H -1.91 1.58 1.89  0.08
H 0.50 0.48 2.89  0.13
H -0.76 -1.78 2.13  0.07
H -2.12 -0.63 1.99  0.08
H -1.25 -0.81 3.50  0.08
H 1.45 0.65 0.54  0.13
H 1.45 -0.91 1.31  0.13
H -0.32 -1.78 -0.03  0.14
H -1.32 0.83 -0.57  0.10
H -1.76 -0.64 -1.41  0.13
H -0.72 0.48 -3.17  0.16
H 2.82 -0.34 -3.19  0.14
H 1.76 0.80 -3.94  0.14
H 1.46 -1.99 -1.59  0.17

=====

This record from the OMol25 dataset describes a cluster of 2 separate species, C7H16N4O in total at a distorted geometry. The level of theory is ωB97M-V with the def2-TZVPD basis set.

The SMILES is [H]/N=C(/N)C(=C)C.[H]/N=C/NCCO. The HOMO-LUMO gap comes out at 9.553 eV. Its HOMO energy is -8.83 eV. The value obtained for the total energy is -570.55437 Eh. As for the total charge: 0. Its energy above the lowest of the compared OMol25 structures with the same formula, charge and spin is 0.000 eV.

Last column: Löwdin charge in e.
Atoms and positions in Å:
H 2.99 -1.90 1.10  0.02
N 2.03 -1.60 1.05  0.13
C 1.94 -0.48 0.43  -0.48
N 0.71 0.14 0.35  0.08
C 3.07 0.26 -0.21  -0.30
C 3.01 1.58 -0.39  0.07
C 4.28 -0.56 -0.61  -0.08
H 0.48 0.62 -0.53  0.09
H -0.05 -0.48 0.69  0.07
H 2.15 2.16 -0.06  0.06
H 3.83 2.12 -0.84  0.06
H 3.99 -1.42 -1.23  0.09
H 4.80 -0.95 0.28  0.08
H 5.00 0.06 -1.17  0.08
H -0.33 2.36 0.66  0.02
N -1.15 2.24 0.07  0.06
C -1.89 1.30 0.51  -0.36
N -3.09 0.99 -0.08  -0.01
C -3.69 -0.32 0.06  -0.20
C -2.99 -1.42 -0.72  -0.25
O -1.71 -1.61 -0.14  -0.09
H -1.67 0.67 1.39  0.13
H -3.24 1.47 -0.96  0.14
H -3.68 -0.59 1.13  0.13
H -4.74 -0.25 -0.25  0.12
H -2.91 -1.12 -1.78  0.12
H -3.59 -2.35 -0.67  0.12
H -1.16 -2.07 -0.78  0.10

=====

This record from the OMol25 dataset describes the ion C7H16N5O2 with charge +1 at a distorted geometry. The level of theory is ωB97M-V with the def2-TZVPD basis set.

The HOMO-LUMO gap (alpha / beta) comes out at 7.413 / 7.400 eV. Its HOMO energy (alpha / beta) is -13.15 / -13.14 eV. The value obtained for the total energy is -700.03315 Eh. As for the total charge: +1. Its energy above the lowest of the compared OMol25 structures with the same formula, charge and spin is 7.101 eV.

Last column: Löwdin charge in e.
Atoms and positions in Å:
C 0.18 1.11 -2.69  -0.27
C 0.08 -0.34 -2.63  -0.04
C -1.22 -0.61 -1.66  -0.16
C 1.22 -1.31 3.96  -0.11
C 0.26 -1.63 2.86  -0.27
C 0.09 -0.58 1.74  -0.21
C -0.33 -1.13 0.41  -0.30
N -1.16 -0.32 -0.25  0.11
N -0.02 1.48 -0.39  0.11
N -0.03 1.93 -1.64  0.08
N 0.48 1.65 -3.90  0.21
N -0.65 2.43 0.43  -0.39
O -0.60 2.16 1.58  0.13
O -0.99 3.48 -0.13  0.06
H -0.28 -0.76 -3.59  0.15
H 0.77 -0.94 -2.07  0.11
H -1.97 0.02 -2.15  0.12
H -1.44 -1.75 -1.84  0.18
H 0.98 -0.29 4.25  0.08
H 1.18 -2.01 4.74  0.06
H 2.27 -1.35 3.65  0.08
H 0.49 -2.67 2.32  0.14
H -0.71 -2.01 3.33  0.13
H -0.59 0.14 2.00  0.06
H 1.09 -0.19 1.53  0.13
H -1.00 -1.98 0.74  0.20
H 0.63 -1.32 -0.14  0.15
H -0.06 3.03 -1.71  0.22
H 0.54 1.21 -4.83  0.16
H 0.81 2.54 -3.94  0.08

=====

This record from the OMol25 dataset describes an isolated molecule of C7H16NO2PS at a distorted geometry. The level of theory is ωB97M-V with the def2-TZVPD basis set.

The SMILES is CCN(CC(=O)O)CP(C)(C)=S. The HOMO-LUMO gap comes out at 8.695 eV. Its HOMO energy is -8.25 eV. The value obtained for the total energy is -1221.11247 Eh. As for the total charge: 0. Its energy above the lowest of the compared OMol25 structures with the same formula, charge and spin is 1.149 eV.

Last column: Löwdin charge in e.
Atoms and positions in Å:
C -1.80 2.27 1.10  -0.07
C -1.01 1.91 -0.15  -0.25
N -0.99 0.48 -0.40  -0.28
C -2.26 -0.16 -0.66  -0.08
C -2.59 -1.19 0.44  -0.53
O -3.54 -1.92 0.37  0.11
O -1.73 -1.21 1.44  0.10
C 0.12 -0.01 -1.11  -0.17
P 1.71 -0.65 0.32  0.35
C 1.30 -2.41 0.67  -0.25
C 3.30 -0.70 -0.62  -0.27
S 1.77 0.44 1.93  0.18
H -1.39 1.75 1.97  0.07
H -1.72 3.34 1.27  0.08
H -2.85 2.01 1.00  0.07
H 0.02 2.23 -0.02  0.10
H -1.43 2.45 -1.02  0.12
H -3.07 0.57 -0.68  0.13
H -2.28 -0.69 -1.62  0.13
H -1.04 -0.52 1.29  0.06
H -0.08 -0.91 -1.68  0.08
H 0.64 0.73 -1.71  0.08
H 1.10 -2.51 1.73  0.04
H 0.42 -2.72 0.11  0.03
H 2.14 -3.05 0.40  0.04
H 3.64 0.31 -0.79  0.04
H 4.03 -1.22 0.00  0.04
H 3.17 -1.23 -1.56  0.04

=====

This record from the OMol25 dataset describes a cluster of 2 separate species, C7H16NS2 in total at a distorted geometry. The level of theory is ωB97M-V with the def2-TZVPD basis set.

The HOMO-LUMO gap comes out at 5.261 eV. Its HOMO energy is -10.85 eV. The value obtained for the total energy is -1127.15233 Eh. As for the total charge: +1. Its energy above the lowest of the compared OMol25 structures with the same formula, charge and spin is 1.378 eV.

Last column: Löwdin charge in e.
Atoms and positions in Å:
C 1.43 0.56 -3.08  -0.12
N 2.11 0.12 -1.89  -0.38
C 2.58 -1.25 -1.91  -0.12
C 3.01 1.07 -1.30  -0.11
H 0.97 1.53 -2.89  0.08
H 2.11 0.67 -3.95  0.09
H 0.66 -0.17 -3.34  0.08
H 2.91 -1.53 -0.91  0.08
H 1.76 -1.90 -2.22  0.08
H 3.42 -1.40 -2.61  0.09
H 3.33 0.70 -0.32  0.08
H 3.92 1.25 -1.91  0.09
H 2.49 2.03 -1.17  0.08
C -2.76 0.25 3.09  -0.28
C -2.19 -1.15 2.95  -0.42
S -0.70 -1.25 1.92  1.05
C -0.99 -0.23 0.61  -0.71
S -2.12 1.00 0.46  1.05
C -3.35 0.68 1.77  -0.42
H -3.57 0.22 3.83  0.14
H -2.01 0.96 3.45  0.13
H -1.88 -1.56 3.92  0.10
H -2.93 -1.82 2.49  0.10
H -0.29 -0.33 -0.23  0.04
H -4.03 -0.09 1.37  0.10
H -3.90 1.63 1.85  0.10

=====

> Which value of energy above the lowest of the compared OMol25 structures with the same formula, charge and spin does entry 5 give?

0.274 eV